1.
The following is a DFT calculation (ωB97M-V with the def2-TZVPD basis set) of a structure of composition H3S2 in a non-equilibrium geometry.

Geometry as XYZ:
```
5
Properties=species:S:1:pos:R:3:forces:R:3:mulliken_charge:R:1
H -0.2500 0.1028 0.2843 0.347 -0.083 -0.304 0.166
S 0.5143 -1.0970 1.1178 0.345 0.293 0.973 -0.632
H 0.1426 -2.0905 0.3439 -0.255 -0.486 -0.538 0.034
H 0.3724 1.8938 -0.9632 -0.365 -0.412 0.177 0.049
S -0.7793 1.1909 -0.7829 -0.073 0.688 -0.308 -0.617
```
Positions in Å, forces in eV/Å.

- Energy relative to the best compared isomer or geometry (same formula, charge and spin): 2.4 kcal/mol
- Total energy: -798.20145 a.u.
- HOMO-LUMO gap: 7.14 eV
- HOMO: -0.1163 Eh
- Net charge: -1
- F_max: 1.073 eV Å⁻¹

***

2.
The following is a DFT calculation (ωB97M-V with the def2-TZVPD basis set) of an isolated molecule of C7H14N2 in a non-equilibrium geometry.

Geometry as XYZ:
```
23
Properties=species:S:1:pos:R:3:forces:R:3:mulliken_charge:R:1
H 2.5755 -1.2411 -1.1890 -0.084 0.008 0.161 0.450
H -0.3623 0.7206 2.1410 0.003 -0.022 -0.076 0.326
H 2.1615 0.4716 -1.0194 0.049 -0.043 -0.055 0.346
H -1.1988 0.9556 -2.0908 0.011 -0.016 0.055 0.395
C 1.1480 -0.8420 0.3724 -0.139 -0.961 0.330 0.772
H -2.1736 -2.1817 -0.9974 -0.258 0.411 -0.159 0.195
H -2.8917 -0.5637 -0.9633 -0.025 -0.508 -0.126 0.209
C -1.0367 1.5224 -1.1704 -0.217 -0.030 0.068 -1.692
N -2.2047 -1.2334 -0.6546 0.290 0.287 0.256 -0.478
H 1.0184 -0.6431 -1.7780 -0.035 0.009 0.141 0.298
H -1.3074 2.0629 1.4948 0.032 -0.050 -0.066 0.413
C -1.0923 -0.7341 -0.0012 0.303 0.585 -0.408 0.234
H -1.9294 2.1374 -0.9942 0.025 0.075 -0.035 0.406
H -0.2183 -2.4037 1.1685 0.118 -0.018 0.049 0.398
C -0.7003 0.6296 -0.0014 -0.586 -0.320 -0.398 1.055
C 1.7530 -0.5439 -0.9817 -0.163 0.486 0.098 -1.503
N 2.0877 -0.8942 1.3815 -0.089 0.191 -0.182 -0.499
C -0.0861 -1.5203 0.5509 0.442 0.135 0.400 -0.977
C -0.4669 1.3867 1.2836 0.407 -0.173 -0.076 -1.457
H 1.7434 -0.9155 2.3287 0.076 0.032 -0.129 0.255
H -0.2086 2.2174 -1.3538 -0.050 -0.007 0.043 0.356
H 2.9569 -0.3983 1.2478 -0.095 -0.154 0.054 0.224
H 0.4330 2.0109 1.2259 -0.015 0.081 0.055 0.275
```
Positions in Å, forces in eV/Å.

- Energy relative to the best compared isomer or geometry (same formula, charge and spin): 47.0 kcal/mol
- Total energy: -384.55693 a.u.
- HOMO-LUMO gap: 7.77 eV
- HOMO: -0.2496 Eh
- F_max: 1.026 eV Å⁻¹

***

3.
The following is a DFT calculation (ωB97M-V with the def2-TZVPD basis set) of a structure of composition C19H31ClN2SW in a non-equilibrium geometry.

Geometry as XYZ:
```
55
Properties=species:S:1:pos:R:3:forces:R:3:mulliken_charge:R:1
H 3.2385 -0.3905 3.7938 0.006 0.125 0.158 0.347
H -0.3213 0.4411 6.4134 -0.132 -0.044 -0.126 0.350
C -2.1955 0.7685 -0.7839 0.557 -0.022 0.211 -0.728
C 2.5001 0.3346 4.1501 0.464 0.205 -0.244 -0.981
C 0.1435 0.3352 3.7684 0.350 1.643 0.810 0.400
H -2.2769 1.4741 -1.6113 0.211 -0.235 0.258 0.485
W -0.0556 -0.2674 0.4568 -0.483 1.342 -1.959 1.022
H -1.1457 2.3087 3.0108 -0.588 -0.164 0.853 0.372
N 1.1951 -0.3034 4.3274 -1.041 -0.220 -0.627 0.282
H 0.8092 -1.2408 -7.1563 -0.090 0.080 -0.010 0.372
H 0.1995 -1.9449 5.2804 0.209 0.217 -0.134 0.309
H 2.8075 0.7574 5.1183 0.038 -0.234 -0.246 0.352
C 1.6425 1.3853 -7.1050 0.008 -0.019 0.225 -1.387
C 0.0380 -0.5189 -7.4390 -0.012 -0.046 0.216 -1.388
H 1.7067 1.5427 -8.1871 -0.100 -0.057 0.149 0.350
H -2.3539 2.1034 0.9954 0.309 -0.183 -0.157 0.458
H 0.0807 -0.3871 -8.5254 0.010 0.074 0.170 0.351
C -2.2074 1.1068 0.5895 -0.224 -0.686 -0.069 -0.160
C -2.1682 -0.1037 1.3634 -0.227 -0.334 -1.058 -0.291
C 1.1714 -1.4453 5.2408 0.039 0.116 0.602 -1.079
C 0.2631 0.8273 -6.7460 0.061 0.186 -1.420 1.082
N -0.9596 0.7357 4.4160 1.318 -0.640 -0.792 0.165
Cl 0.1886 0.5741 -4.9575 -0.024 -0.070 0.502 -0.213
H -2.0799 -2.2456 0.6924 -0.230 0.074 -0.079 0.613
H 1.4531 -1.1041 6.2448 -0.092 -0.260 -0.107 0.408
H 1.8187 2.3464 -6.6140 -0.022 -0.122 -0.031 0.375
H 2.3964 1.1529 3.4181 0.426 -0.528 0.634 0.392
C -1.2259 0.3569 5.8040 -0.189 0.192 0.179 -1.034
H 1.9312 -2.1624 4.9115 -0.177 0.079 -0.015 0.369
H 2.5651 -0.1383 -1.8463 -0.264 0.010 0.175 0.495
H -1.4045 2.7599 4.7155 -0.120 -0.319 -0.097 0.473
C 0.9699 -2.1894 0.2977 1.149 -0.640 -0.323 -1.015
H 3.1522 0.3411 0.7358 -0.417 0.008 -0.131 0.481
H -1.6486 -0.6473 5.8691 0.072 0.141 0.038 0.324
H 1.9313 -1.5739 2.2237 -0.221 0.224 0.048 0.728
C -2.1083 -0.6450 -0.9064 0.423 -0.299 1.130 -0.421
H -2.6687 1.8313 3.8361 0.060 0.111 0.158 0.379
C 2.4349 -0.3890 0.3683 -0.224 -0.769 -0.058 -0.257
H -0.6854 2.7867 -6.6584 -0.017 -0.122 -0.030 0.374
H -0.9430 -0.9315 -7.1877 0.115 0.044 -0.006 0.374
H -0.7996 1.9832 -8.2314 0.071 -0.088 0.153 0.351
H 2.4361 0.6897 -6.8181 -0.094 0.077 -0.009 0.369
S 0.4844 1.1563 2.2072 0.584 0.787 0.575 -0.627
C -1.5936 1.9778 3.9659 -0.740 0.484 -0.494 -1.079
H -1.8229 1.4384 -6.8939 0.116 0.039 -0.004 0.370
H -2.1980 -1.2280 -1.8164 0.381 0.158 0.074 0.570
H 0.4119 -3.0678 0.5945 0.168 -0.006 -0.104 0.588
H 0.9336 -2.2886 -1.9516 -0.285 0.356 0.051 0.580
H -2.4051 -0.2036 2.4106 0.365 0.014 0.047 0.714
C 1.2475 -1.7629 -1.0578 -0.347 -0.006 1.201 -0.444
H -1.9586 1.0810 6.1579 0.035 -0.267 0.224 0.416
C 1.7469 -1.3577 1.1842 0.293 -0.699 -0.946 -0.234
C -2.0626 -1.1961 0.4318 -0.982 0.076 -0.261 -1.070
C -0.8303 1.8200 -7.1487 -0.024 -0.014 0.229 -1.370
C 2.1448 -0.6627 -0.9920 -0.472 0.228 0.465 -0.662
```
Positions in Å, forces in eV/Å.

- Energy relative to the best compared isomer or geometry (same formula, charge and spin): 30.2 kcal/mol
- Spin multiplicity: 3
- Total energy: -1776.92065 a.u.
- HOMO-LUMO gap (alpha / beta): 7.90 / 6.23 eV
- HOMO (alpha / beta): -0.5341 / -0.5341 Eh
- Net charge: +2
- F_max: 2.423 eV Å⁻¹

***

4.
The following is a DFT calculation (ωB97M-V with the def2-TZVPD basis set) of a structure of composition C13H24I2O4S2TiY in a non-equilibrium geometry.

Geometry as XYZ:
```
47
Properties=species:S:1:pos:R:3:forces:R:3:mulliken_charge:R:1
C -3.4378 -0.0554 -0.6400 -2.239 0.116 0.323 0.814
S -1.4118 -0.2392 -0.8705 0.169 0.437 0.241 0.676
H 3.7211 -0.0237 -3.0960 0.207 0.099 -0.059 0.288
C 4.0076 -1.0136 -2.7292 -0.714 0.179 -0.317 -1.323
C -1.8959 0.5932 4.4241 0.296 -0.119 -0.264 -1.353
H 5.0615 -2.7931 -0.8466 -0.164 0.229 0.014 0.479
H -2.5782 -0.2687 4.4069 0.315 0.125 -0.079 0.373
C -3.6190 1.3614 -0.1239 0.698 0.152 0.104 -1.014
C -4.0248 -0.2560 -2.0294 0.865 -0.224 -0.486 -1.447
O 2.8216 3.5299 -1.1303 -3.516 -3.791 -1.951 0.001
O 2.0929 2.0516 1.4664 -3.814 -3.882 -2.590 -0.085
I 0.0165 -3.1875 0.8229 0.208 1.842 0.373 0.145
H 4.1971 -0.1684 0.6597 0.193 -0.172 -0.085 0.332
C -0.6521 0.3853 3.5606 0.410 0.452 2.183 -0.221
H -1.9112 0.4373 1.9991 0.402 -0.196 0.324 -0.012
Ti 0.2339 -0.4844 0.6189 -2.508 -4.528 0.485 -0.478
C 3.7606 -1.1365 -1.2434 1.628 -0.403 0.033 1.071
H -3.8274 -1.2640 -2.4209 -0.169 0.216 0.202 0.396
C -3.8575 -1.1492 0.3362 0.902 -0.330 0.121 -1.198
H -4.9399 -1.0802 0.5368 0.286 0.166 -0.251 0.498
O -1.0246 0.0783 2.2137 0.028 -0.146 -2.396 -0.030
Y 0.4081 1.0197 -2.2541 -0.330 -1.205 -2.144 0.672
H -4.6893 1.5947 -0.0199 0.209 -0.217 -0.087 0.491
H -0.0034 1.2795 3.5405 -0.398 -0.196 0.082 0.328
C -0.4084 3.2740 -1.3955 -2.500 5.064 3.494 0.297
H -3.1463 1.5087 0.8576 -0.272 0.008 -0.128 0.158
S 1.8005 -0.8137 -1.0512 -0.388 0.590 -0.070 0.456
I 0.0037 -1.7389 -3.8237 0.188 0.319 -0.246 0.338
H 3.4369 -3.3038 -1.3379 0.273 0.343 0.038 0.373
H -3.6226 0.4649 -2.7536 -0.198 -0.014 0.164 0.350
H -3.1713 2.0898 -0.8117 -0.312 -0.061 0.071 0.282
H 4.0162 0.9538 -0.6776 0.171 -0.089 -0.201 0.176
H -3.3342 -1.0824 1.3016 -0.262 0.097 -0.173 0.179
H -0.0417 -0.4493 3.9263 -0.235 0.001 -0.155 0.382
H 5.0721 -1.1565 -2.9463 -0.090 -0.039 0.178 0.487
C 3.9913 -2.5553 -0.7469 -0.788 -0.299 0.253 -1.410
H -2.4353 1.4932 4.1083 0.058 -0.048 0.148 0.425
C 2.0876 2.7250 -1.5265 4.745 4.295 1.866 0.218
H -1.5665 0.7197 5.4578 -0.115 0.127 -0.056 0.405
H -5.1167 -0.1123 -1.9986 0.280 -0.016 0.267 0.477
H 5.4760 -0.0197 -0.5670 -0.087 -0.194 -0.009 0.490
C 4.3922 -0.0383 -0.4088 -0.315 0.208 0.318 -1.259
O -0.7295 4.1840 -0.7484 1.623 -4.426 -3.295 -0.035
H -3.6423 -2.1517 -0.0600 -0.220 0.276 0.003 0.390
H 3.4335 -1.7557 -3.2958 0.267 0.017 0.086 0.360
H 3.6933 -2.7029 0.2999 0.282 0.177 -0.174 0.367
C 1.3634 1.2565 1.0161 4.932 5.061 3.846 0.691
```
Positions in Å, forces in eV/Å.

- Energy relative to the best compared isomer or geometry (same formula, charge and spin): 0.0 kcal/mol
- Spin multiplicity: 2
- Total energy: -3088.68321 a.u.
- HOMO-LUMO gap (alpha / beta): 5.13 / 5.15 eV
- HOMO (alpha / beta): -0.7790 / -0.7791 Eh
- Net charge: +4
- F_max: 8.045 eV Å⁻¹

***

5.
The following is a DFT calculation (ωB97M-V with the def2-TZVPD basis set) of a cluster of 2 separate species, C4H13N2OS in total in a non-equilibrium geometry.

Geometry as XYZ:
```
21
Properties=species:S:1:pos:R:3:forces:R:3:mulliken_charge:R:1
C 1.3665 -0.3241 -0.0444 -0.454 -0.555 -2.584 -0.771
H -1.6168 0.5249 2.1229 0.090 -0.192 -0.018 0.259
H -0.6643 2.4862 -0.6660 0.180 0.716 0.280 0.266
H -0.4514 -1.6586 1.0449 -0.386 -0.216 0.404 0.238
H -0.3435 0.5918 0.3526 -0.142 -0.127 -0.074 -0.063
H 1.8842 0.5061 -0.5129 0.552 0.285 0.262 0.353
H 0.4000 0.8758 -2.2588 0.282 0.219 0.017 0.271
S -1.8794 0.5063 -1.4640 1.251 -0.355 -0.169 -0.613
C 0.6381 -1.0186 -1.2885 0.072 -0.824 1.625 -0.398
H 0.3331 2.5233 0.4439 0.362 -0.151 0.513 0.394
C -0.1715 -0.0392 -2.1341 -0.922 0.261 -0.056 -0.721
H 2.0912 -1.0488 0.3419 -0.107 0.283 0.479 0.330
N 0.4296 0.2086 0.9063 -0.569 -0.050 1.292 -0.317
H -0.3296 -0.4036 -3.1566 -0.003 -0.222 0.273 0.297
H 1.3532 -1.6630 -1.8594 -0.244 0.784 0.141 0.394
C -0.1742 -0.8572 1.7450 0.339 0.153 -1.651 -0.288
H 0.6534 -1.2424 2.3314 -0.012 -0.088 0.687 0.275
O -0.0853 3.1313 -0.1643 -0.659 -0.579 -0.802 -0.684
H -2.1159 -0.9780 2.5293 0.499 0.042 -0.343 0.246
H -0.0125 -1.7569 -0.7738 -0.088 0.239 -0.779 0.180
N -1.3048 -0.3638 2.5045 -0.042 0.378 0.505 -0.648
```
Positions in Å, forces in eV/Å.

- Energy relative to the best compared isomer or geometry (same formula, charge and spin): 7.1 kcal/mol
- Total energy: -743.16777 a.u.
- HOMO-LUMO gap: 7.09 eV
- HOMO: -0.1168 Eh
- Net charge: -1
- F_max: 2.681 eV Å⁻¹